# 1
C32H93N3O23 | ωB97M-V/def2-TZVPD

Atoms and positions in Å:
H  -1.88  -5.90  0.38
C  -5.05  -0.81  1.28
H  1.26  -7.12  1.63
C  -3.87  -1.80  -4.30
H  -3.59  -3.92  0.07
C  -4.00  -0.69  -3.26
C  1.81  -2.15  0.66
H  -5.33  -0.15  2.11
C  -0.81  5.93  -0.22
H  2.65  -7.78  -1.80
O  2.94  -9.50  -0.82
H  5.06  6.93  -2.36
H  0.99  0.17  0.69
C  1.80  -7.05  0.69
H  4.82  6.26  -0.76
H  3.43  6.78  -1.51
C  4.03  2.01  -2.61
H  -6.85  -1.70  1.57
C  6.19  0.11  -0.15
H  -2.62  2.54  4.48
C  -0.56  0.26  -0.93
H  3.45  0.63  5.04
H  -1.51  1.30  5.21
C  1.15  -7.99  -0.33
H  -2.61  1.13  1.25
H  -1.04  6.66  1.83
H  -4.88  -2.37  2.26
H  1.76  -6.02  0.33
O  -4.89  5.04  -0.22
H  -1.86  -1.12  0.28
O  -6.16  -2.36  -0.33
H  -1.26  -2.07  5.09
H  0.90  5.03  0.89
H  -4.72  -0.97  -1.55
H  -0.94  5.22  -1.02
H  -0.49  -0.17  -1.92
H  2.23  -2.98  6.22
H  1.45  -0.75  5.84
H  -0.19  6.71  -0.67
H  2.10  -3.16  0.36
C  -1.80  1.84  4.31
H  -0.74  3.64  -3.10
H  2.78  4.53  -0.89
C  3.53  3.90  -1.38
O  -2.04  6.50  0.19
H  0.10  -2.61  3.79
H  4.32  0.58  0.77
O  -3.85  -1.17  -1.89
H  1.59  -9.09  -2.31
O  2.95  2.84  -2.12
H  -1.45  0.21  2.80
C  4.39  6.32  -1.75
O  -0.75  2.56  3.82
H  -0.15  2.16  0.09
O  -2.81  1.63  2.05
H  -4.50  -0.18  0.58
H  -6.07  2.44  0.70
C  -4.59  3.65  -0.33
H  5.02  2.40  -2.85
H  -0.80  -3.29  0.72
O  -4.26  -1.85  1.76
O  -1.05  -4.14  1.08
H  -3.14  -2.68  -1.50
C  4.09  -9.93  -1.57
C  -0.50  1.81  -0.89
H  2.84  -7.31  0.89
H  0.15  2.16  -1.70
O  1.80  1.45  2.86
C  -5.83  2.59  -0.35
H  -3.35  0.17  -3.43
H  -1.92  3.98  -5.37
O  3.92  1.44  4.81
H  2.32  3.37  2.56
H  -5.80  1.51  -1.88
C  -1.61  -4.90  0.04
C  -2.89  -4.39  -0.62
N  0.47  -9.05  0.37
H  -4.14  3.55  -1.32
H  -3.52  -5.21  -0.95
C  0.76  -0.16  -0.32
C  5.19  0.00  1.07
H  1.24  -2.23  1.59
H  0.37  -3.97  4.91
H  0.55  -8.81  1.35
H  -2.85  -1.81  -4.68
H  -3.92  3.25  0.44
O  -4.76  -1.48  -5.29
H  4.20  3.78  -0.53
H  -4.32  5.60  -0.76
H  4.89  -1.02  1.31
C  2.75  2.47  3.00
H  0.98  -9.90  0.21
H  0.65  4.20  -3.91
C  -0.13  5.35  1.01
H  -5.31  -2.72  -0.09
H  -0.28  3.07  -6.83
C  -2.21  0.94  3.09
N  -1.77  -0.24  -0.21
O  2.27  -1.07  5.46
H  -0.49  6.15  -4.66
C  -0.90  3.64  -5.20
O  -0.38  -2.09  5.47
O  1.02  -1.60  -0.43
C  3.20  2.61  4.47
H  7.78  -0.21  0.90
H  5.16  -0.02  3.01
H  -1.51  2.18  -1.07
H  -6.65  3.07  -0.88
H  -0.77  -4.99  -0.66
H  -1.10  3.13  3.13
H  6.26  1.14  -0.48
C  2.05  -8.62  -1.44
H  3.57  2.35  2.29
O  -0.05  3.81  -6.26
H  2.68  -2.69  4.58
O  -5.49  1.36  -0.98
H  -4.80  -2.35  -5.70
H  3.59  1.61  -3.53
H  3.74  -10.31  -2.53
H  3.73  3.52  4.75
O  -2.64  -3.48  -1.64
H  2.75  -1.65  0.85
H  0.96  1.82  3.16
H  2.25  2.58  5.00
O  5.77  0.36  2.38
C  -0.43  4.29  -3.92
H  -6.94  -0.60  0.19
O  7.42  -0.53  0.08
C  -6.36  -1.41  0.65
C  1.89  -2.48  5.31
H  -2.61  -0.18  -0.77
H  -2.49  6.82  -0.58
C  0.46  -2.89  4.78
H  -0.80  4.63  1.48
H  4.54  -10.83  -1.16
H  0.37  -7.45  -0.87
H  5.72  -0.55  -0.88
H  -4.07  -2.79  -3.92
H  1.50  0.40  -0.90
N  3.60  5.07  -3.70
H  -5.05  -0.41  -3.28
H  3.14  5.96  -3.59
C  4.24  4.93  -2.41
H  -0.82  2.57  -5.00
H  5.23  4.57  -2.67
H  -2.94  0.21  3.44
O  -0.88  5.72  -3.89
H  2.76  4.52  -3.67
H  4.86  -9.16  -1.61
O  -0.21  6.26  2.10
H  4.16  1.16  -1.94

Values from the calculation:
Gap between HOMO and LUMO ... 8.996 eV
F_max ... 4.22 eV/Å
Energy above the lowest of the compared OMol25 structures with the same formula, charge and spin ... 499.2 kJ/mol
Electronic energy ... -3169.3624 Ha
Total charge ... 0
E_HOMO ... -8.94 eV



# 2
C32H94BrN6O13 | ωB97M-V/def2-TZVPD

Atoms and positions in Å:
H  -4.01  -4.22  4.21
C  -3.24  -4.21  3.44
H  5.36  1.49  0.56
H  1.51  3.87  3.95
H  2.55  0.10  -7.28
H  -0.87  -1.88  -1.81
H  -1.31  -4.20  1.53
C  0.57  3.48  2.09
H  -3.25  -7.40  -1.54
C  4.75  1.07  -2.25
H  4.71  5.15  2.38
H  -2.39  -4.43  -1.93
C  -0.45  -2.18  -2.77
C  1.98  4.40  -3.11
N  1.98  -0.54  -1.10
H  1.20  1.38  -4.15
C  -4.38  0.52  2.61
H  -3.00  -2.32  1.59
H  -5.13  0.51  0.53
H  -4.54  -0.54  2.83
H  2.86  -2.15  -4.19
N  0.41  -1.07  -3.28
C  0.37  -3.44  -2.59
H  1.03  -5.88  -3.47
C  -5.20  1.13  1.43
H  -4.55  6.54  0.97
H  -2.08  3.71  -0.50
C  4.44  0.01  -3.31
C  -2.77  -5.24  -1.30
Br  -0.80  0.06  0.61
H  -1.39  4.38  3.56
H  -1.24  -2.46  -3.47
H  1.38  5.28  -3.34
H  -0.79  0.56  7.08
H  5.32  1.93  -2.63
C  0.45  0.83  -4.72
H  -1.32  -0.35  -4.30
H  -1.37  -8.05  -4.10
H  -4.53  -0.02  -3.04
H  -1.66  1.15  4.23
H  1.29  -0.28  -0.41
C  3.65  2.50  -0.47
H  4.43  3.81  3.41
H  3.62  0.33  -3.96
H  -2.81  2.83  0.77
H  -6.26  1.17  1.67
H  0.99  3.19  1.12
H  -1.32  2.46  0.25
H  2.90  4.83  -2.71
H  4.63  -2.29  -4.42
H  3.84  -3.26  -3.19
O  4.07  -1.24  -2.77
H  1.26  -3.25  -1.98
H  -1.05  -1.01  4.82
H  2.79  1.21  -5.92
H  -0.12  2.70  2.42
O  -3.93  -3.99  2.21
C  1.82  3.55  2.96
C  4.34  1.79  0.79
H  -3.36  7.87  1.21
O  -2.78  6.00  1.79
C  -2.73  -6.59  -2.05
H  3.83  5.43  3.91
H  0.70  -2.55  5.41
O  -3.35  -0.98  -1.57
H  2.10  -3.31  4.69
H  3.57  -0.90  2.33
C  -1.80  6.32  2.82
H  2.08  -5.32  -4.78
H  -0.07  5.50  3.87
C  1.05  -3.07  4.52
O  -0.49  -1.90  3.36
O  3.62  0.66  1.15
C  -1.15  -8.23  -3.05
H  -3.94  -3.10  0.40
C  -1.57  1.44  5.28
H  -2.68  -0.65  -0.96
N  -2.11  -5.31  -0.03
H  -2.52  -3.42  3.66
H  4.29  3.34  -0.73
H  -0.88  0.71  -3.07
C  -0.43  0.00  -3.77
H  -4.52  1.10  3.52
C  -0.79  5.17  3.11
H  -0.23  -4.24  -2.17
H  -4.65  0.70  -1.56
H  -3.16  0.96  -2.42
H  0.28  0.30  5.72
H  2.32  2.58  2.99
O  -1.34  -7.02  -2.31
C  -3.21  -3.31  1.19
C  3.99  4.75  3.08
C  -3.79  6.96  1.63
C  -3.90  0.20  -2.18
H  -4.23  7.30  2.57
H  -3.83  -5.05  -1.13
H  5.33  -0.09  -3.93
C  1.65  -5.06  -3.81
H  5.21  -0.36  2.05
H  -2.57  -5.07  3.47
H  2.07  3.92  -4.09
H  -5.09  2.75  0.39
H  -1.74  -9.07  -2.68
C  -1.98  -4.02  0.69
C  -0.77  0.38  6.01
H  1.51  1.48  -7.09
H  -1.22  7.20  2.52
O  2.74  4.53  2.43
N  3.53  1.64  -1.65
C  2.04  0.71  -6.53
H  1.52  -0.84  -1.94
H  2.52  -1.34  -0.80
H  2.90  2.09  -2.30
H  -0.70  -1.28  2.66
O  1.37  3.45  -2.23
O  -1.35  -0.84  5.71
H  2.51  -5.08  -3.14
O  -4.65  2.41  1.17
H  -1.39  -3.37  0.04
C  0.84  -2.29  3.24
H  -1.08  2.40  5.43
H  -1.23  -5.77  -0.23
H  0.52  -4.01  4.41
H  1.47  -1.40  3.15
H  0.99  -2.91  2.36
H  0.43  3.46  -2.42
H  2.64  0.23  -1.16
H  0.60  5.54  1.78
C  4.19  -0.01  2.23
H  -2.25  6.65  3.76
H  -2.56  1.49  5.74
O  0.94  -3.84  -3.84
H  -0.08  1.63  -5.24
N  -1.96  3.23  0.38
H  -1.63  3.87  1.09
H  5.40  0.55  -1.55
H  -0.13  -8.58  -2.92
H  -3.33  0.62  2.34
H  4.04  0.51  3.17
N  -0.07  4.80  1.90
H  -3.13  -6.38  -3.04
O  1.13  0.05  -5.69
H  4.45  2.46  1.65
H  2.67  2.86  -0.16
H  0.85  -1.39  -4.13
C  3.82  -2.29  -3.69

Values from the calculation:
Gap between HOMO and LUMO ... 7.475 eV
F_max ... 2.57 eV/Å
Energy above the lowest of the compared OMol25 structures with the same formula, charge and spin ... 0.0 kJ/mol
Electronic energy ... -5155.8678 Ha
Total charge ... +1
E_HOMO ... -10.00 eV